Entry 1:
Here is the ion C2H4N2O2 with charge -2 from the Open Molecules 2025 dataset. Energies are from ωB97M-V/def2-TZVPD.

Results
HOMO level	1.16	eV
frontier orbital gap	6.5	eV
charge	-2
SMILES	[O-]CC/N=N/[O-]
relative energy (zero: lowest compared OMol25 entry of this formula, charge and spin)	8.7	kcal/mol

XYZ file:
```
10
C2H4N2O2 ωB97M-V/def2-TZVPD
C 0.283 0.237 0.249
C 0.847 -0.514 -1.138
N -0.961 -0.162 0.793
N -1.553 0.874 1.319
O -2.681 0.680 1.858
O 2.033 -0.194 -1.540
H 1.121 -0.088 1.177
H 0.246 1.310 0.113
H 0.705 -1.576 -0.846
H -0.041 -0.566 -1.984
```

---

Entry 2:
Here is a structure of composition C49H49BCl2N10O5P2Tl from the Open Molecules 2025 dataset. Energies are from ωB97M-V/def2-TZVPD.

Results
HOMO level (alpha / beta)	-0.90 / -4.08	eV
multiplicity	2
frontier orbital gap (alpha / beta)	4.4 / 7.6	eV
charge	-2
relative energy (zero: lowest compared OMol25 entry of this formula, charge and spin)	0.0	kcal/mol

XYZ file:
```
119
C49H49BCl2N10O5P2Tl ωB97M-V/def2-TZVPD
Tl 1.487 0.355 -0.836
C 6.233 1.067 0.647
C 4.884 1.394 0.805
N 4.125 0.315 0.660
N 5.024 -0.727 0.409
C 6.296 -0.279 0.420
B 4.489 -2.019 -0.137
N 3.144 -2.456 0.487
C 2.045 -2.947 -0.136
C 1.128 -3.314 0.817
C 1.743 -2.975 2.030
N 2.959 -2.419 1.847
N 4.170 -1.906 -1.736
C 4.159 -2.967 -2.569
C 3.349 -2.632 -3.663
C 2.886 -1.350 -3.312
N 3.350 -0.931 -2.154
N 5.440 -3.217 -0.040
C 5.114 -4.485 0.338
C 6.052 -5.375 -0.064
C 7.016 -4.568 -0.718
N 6.616 -3.278 -0.704
H 7.095 1.709 0.736
H 4.480 2.339 1.063
H 7.181 -0.922 0.261
H 1.946 -2.976 -1.217
H 0.162 -3.737 0.654
H 1.363 -2.953 3.070
H 4.847 -3.799 -2.429
H 3.152 -3.171 -4.566
H 2.142 -0.759 -3.807
H 4.185 -4.734 0.830
H 5.936 -6.439 0.045
H 7.954 -4.870 -1.110
C -2.466 -0.220 4.318
C -0.964 0.110 4.461
P -0.093 1.049 3.040
C -0.807 2.717 3.157
C -0.433 3.567 2.090
C -0.754 4.874 2.070
C -1.525 5.400 3.109
C -1.950 4.562 4.119
C -1.575 3.217 4.197
C 1.541 1.293 3.878
C 2.365 0.143 3.960
C 3.692 0.216 4.318
C 4.297 1.446 4.503
C 3.512 2.569 4.481
C 2.154 2.541 4.142
C -2.849 -1.365 3.366
P -3.115 -0.909 1.553
C -4.694 0.118 1.680
C -5.436 0.192 2.829
C -6.501 1.071 2.955
C -6.815 1.923 1.886
C -5.995 1.893 0.736
C -5.012 0.956 0.642
C -3.803 -2.513 0.954
C -2.857 -3.496 0.825
C -3.109 -4.802 0.394
C -4.437 -5.078 0.045
C -5.397 -4.106 0.144
C -5.108 -2.820 0.612
H -3.016 0.704 3.987
H -2.826 -0.493 5.288
H -0.379 -0.782 4.630
H -0.802 0.743 5.376
H 0.207 3.105 1.354
H -0.507 5.612 1.306
H -1.804 6.475 3.097
H -2.665 4.978 4.806
H -1.984 2.622 5.002
H 1.983 -0.801 3.621
H 4.343 -0.687 4.277
H 5.350 1.538 4.656
H 4.014 3.508 4.687
H 1.615 3.470 4.048
H -3.664 -1.972 3.769
H -1.949 -2.041 3.265
H -5.284 -0.420 3.681
H -7.057 1.014 3.914
H -7.656 2.570 2.015
H -6.238 2.474 -0.155
H -4.444 0.941 -0.260
H -1.864 -3.249 1.040
H -2.275 -5.464 0.116
H -4.673 -6.088 -0.342
H -6.424 -4.338 -0.081
H -5.918 -2.106 0.624
Cl -1.212 -1.925 -1.488
N 1.995 3.117 -1.291
C 2.150 3.649 -0.252
H 1.339 2.953 -2.865
C -2.412 4.270 -2.280
O -2.415 3.723 -0.952
H -3.278 3.816 -2.856
H -1.448 4.037 -2.831
H -2.604 5.334 -2.253
H -1.554 3.359 -0.741
Cl -1.155 -4.445 -2.898
C -0.971 -2.658 -3.061
H -1.795 -2.273 -3.716
H 0.008 -2.486 -3.446
O 1.176 3.063 -3.781
C 0.334 2.018 -3.957
O 0.191 1.154 -3.055
C -0.419 1.990 -5.231
C -1.344 0.954 -5.435
C -2.000 0.825 -6.609
C -1.754 1.718 -7.657
C -0.787 2.714 -7.527
C -0.115 2.787 -6.302
N -2.445 1.532 -8.843
O -3.333 0.620 -8.925
O -2.105 2.180 -9.879
H -1.577 0.279 -4.610
H -2.738 0.034 -6.797
H -0.576 3.321 -8.368
H 0.741 3.510 -6.199
```

---

Entry 3:
Here is a cluster of 8 separate species, C13H20Cl22 in total from the Open Molecules 2025 dataset. Energies are from ωB97M-V/def2-TZVPD.

Results
HOMO level	-10.69	eV
frontier orbital gap	10.5	eV
SMILES	ClC(Cl)(Cl)Cl.ClC(Cl)(Cl)Cl.ClC(Cl)(Cl)Cl.ClCCCl.ClCCCl.ClCCCl.ClCCCl.ClCCCl

XYZ file:
```
55
C13H20Cl22 ωB97M-V/def2-TZVPD
Cl -0.451 -0.191 1.386
C -0.745 -0.705 -0.258
C 0.281 -0.118 -1.213
Cl -0.077 -0.641 -2.916
H -1.775 -0.449 -0.509
H -0.599 -1.781 -0.357
H 1.290 -0.407 -0.920
H 0.192 0.967 -1.172
Cl -9.044 -4.073 -0.292
C -7.894 -4.447 0.942
C -6.511 -3.685 0.678
Cl -6.846 -1.920 0.757
H -7.718 -5.521 1.016
H -8.348 -4.118 1.877
H -5.962 -3.942 -0.228
H -5.845 -3.863 1.523
Cl 4.134 3.994 -8.485
C 2.388 4.545 -8.421
C 1.435 3.500 -7.833
Cl 0.741 2.531 -9.137
H 2.043 4.938 -9.378
H 2.391 5.371 -7.710
H 0.649 3.967 -7.239
H 1.971 2.839 -7.152
Cl -4.099 -7.047 4.613
C -3.067 -6.623 6.029
C -2.357 -5.284 5.799
Cl -1.399 -5.330 4.345
H -2.323 -7.419 6.068
H -3.616 -6.649 6.971
H -1.769 -4.962 6.658
H -3.100 -4.493 5.700
Cl 4.438 2.382 7.413
C 3.049 1.855 6.438
C 1.696 2.232 7.133
Cl 1.736 3.928 7.599
H 3.179 0.774 6.406
H 3.054 2.200 5.404
H 1.650 1.573 8.000
H 0.801 2.054 6.537
C -2.516 7.908 -3.246
Cl -1.070 8.775 -3.856
Cl -2.022 6.526 -2.255
Cl -3.400 9.035 -2.171
Cl -3.671 7.205 -4.479
C 6.300 -5.293 -2.466
Cl 4.956 -6.147 -3.285
Cl 6.382 -5.966 -0.841
Cl 7.823 -5.412 -3.353
Cl 5.952 -3.498 -2.303
C 5.563 4.175 -1.599
Cl 6.256 3.226 -0.263
Cl 4.085 4.836 -0.916
Cl 6.724 5.451 -2.109
Cl 5.062 3.196 -2.930
```

---

no.,E_tot (a.u.),strongest force on any atom (hartree/bohr)
1,-338.389675,0.06439
2,-4620.849882,0.07003
3,-10631.481923,0.04381